No. 1
{
  "formula": "C5H8FN",
  "method": "ωB97M-V with the def2-TZVPD basis set",
  "energy_ev": -9515.685,
  "de_lowest_kcal_mol": 24.1,
  "spin_multiplicity": 3,
  "orbital_gap_ev": [8.486, 7.717],
  "e_lumo_ha": [0.0360, -0.1462],
  "symbols": ["C", "C", "C", "C", "C", "N", "F", "H", "H", "H", "H", "H", "H", "H", "H"],
  "positions_angstrom": [[-1.950889, 1.323594, 1.007908], [-0.135262, 0.989930, -1.224016], [1.256748, -0.648528, 1.151327], [-0.062445, -0.517038, -0.978612], [0.065583, -1.086254, 0.389087], [-2.506822, 1.756565, 1.898883], [-0.502380, -2.315674, 0.588013], [-0.757657, 1.276242, -2.070856], [0.897937, 1.387775, -1.414658], [-0.359603, 1.595981, -0.373512], [1.998785, -1.384090, 0.948928], [1.363314, 0.452974, 0.891525], [0.969690, -0.559781, 2.201337], [0.677345, -1.150718, -1.574883], [-0.954344, -1.120977, -1.440471]],
  "atomic_forces_ev_per_a": [[1.23, -0.98, -2.16], [2.28, -0.37, -0.96], [-2.40, 1.34, 0.75], [-2.05, -3.89, -1.74], [-0.64, 1.44, -0.28], [-1.34, 1.04, 2.21], [0.79, 0.66, -0.10], [-0.05, -0.15, 0.18], [-0.72, -0.39, -0.21], [-0.84, 0.23, 1.01], [1.52, 0.04, 0.12], [0.81, -1.59, -0.17], [0.51, -0.59, 0.30], [0.12, 1.57, 0.16], [0.76, 1.63, 0.87]]
}

***

No. 2
{
  "formula": "C34H34FN5O4PtS2",
  "method": "ωB97M-V with the def2-TZVPD basis set",
  "energy_ev": -79072.553,
  "de_lowest_kcal_mol": 0.0,
  "orbital_gap_ev": 7.153,
  "charge": 2,
  "e_lumo_ha": -0.1829,
  "symbols": ["Pt", "C", "C", "N", "C", "C", "C", "O", "O", "C", "O", "C", "C", "C", "F", "C", "C", "C", "N", "C", "C", "N", "C", "C", "H", "H", "H", "H", "H", "H", "H", "H", "H", "H", "H", "H", "H", "H", "H", "H", "H", "H", "N", "C", "S", "C", "C", "C", "N", "C", "C", "H", "H", "H", "H", "H", "H", "O", "S", "C", "C", "C", "C", "C", "C", "C", "C", "C", "C", "C", "C", "H", "H", "H", "H", "H", "H", "H", "H", "H", "H"],
  "positions_angstrom": [[-0.242490, 0.609402, -0.734930], [3.477414, 7.040153, -2.648602], [3.637835, 6.339486, -1.309868], [2.555433, 5.372087, -1.053310], [2.780838, 4.077908, -1.301537], [1.866718, 3.066267, -1.145844], [2.404315, 1.674977, -1.425529], [3.471348, 1.582129, -1.998765], [1.724833, 0.662708, -0.994549], [0.561203, 3.402625, -0.734835], [-0.424945, 2.604793, -0.635763], [0.309660, 4.802957, -0.438879], [-0.946027, 5.212719, 0.022463], [-1.185368, 6.518210, 0.324014], [-2.403536, 6.837657, 0.803071], [-0.205334, 7.520293, 0.169285], [1.027479, 7.114987, -0.314168], [1.307991, 5.771566, -0.600416], [-0.435960, 8.886846, 0.439149], [-1.781207, 9.377501, 0.753133], [-1.738341, 10.906492, 0.849829], [-0.634408, 11.400424, -0.038456], [0.706124, 11.027336, 0.545627], [0.577225, 9.636542, 1.173521], [4.285952, 7.756625, -2.789842], [2.528001, 7.572268, -2.717896], [3.519380, 6.319326, -3.464623], [3.675683, 7.040287, -0.476727], [4.568053, 5.777163, -1.279763], [3.769205, 3.808422, -1.653370], [-1.733951, 4.486164, 0.157898], [1.781458, 7.862072, -0.508269], [-2.179008, 8.990556, 1.693997], [-2.459909, 9.081413, -0.044316], [-1.505827, 11.262482, 1.851315], [-2.677960, 11.351404, 0.532549], [-0.695240, 12.408228, -0.184947], [-0.727935, 10.949889, -0.950748], [0.965847, 11.785275, 1.282079], [1.428275, 11.055165, -0.267490], [0.311750, 9.712970, 2.234066], [1.540993, 9.140886, 1.131705], [-7.214763, -0.208290, -1.083979], [-6.538714, 0.487568, -0.160486], [-7.283940, 1.326123, 1.035349], [-5.041269, 0.446547, -0.281455], [-4.365536, -0.495525, -1.048329], [-2.986578, -0.459619, -1.124310], [-2.257832, 0.462390, -0.487873], [-2.899535, 1.350752, 0.289462], [-4.268593, 1.369513, 0.413982], [-8.220108, -0.222996, -1.029026], [-6.774453, -0.680057, -1.853035], [-4.870968, -1.291753, -1.575867], [-2.439468, -1.188709, -1.702460], [-2.275335, 2.043154, 0.830468], [-4.753184, 2.089611, 1.057525], [-0.151726, -1.420867, -0.585918], [0.295347, -2.686046, -1.322289], [2.047517, -2.743899, -1.559141], [2.684026, -3.791860, -0.904366], [4.056490, -3.937068, -1.043405], [4.767676, -3.028040, -1.811264], [4.119171, -1.979110, -2.456548], [2.749386, -1.839335, -2.346788], [-0.255239, -2.587254, -3.016618], [-0.413950, -1.383681, -3.687388], [-0.836702, -1.403862, -5.008138], [-1.087933, -2.612933, -5.643478], [-0.925160, -3.810525, -4.960388], [-0.514447, -3.802413, -3.636460], [2.115134, -4.479087, -0.290384], [4.566065, -4.749829, -0.544619], [5.839931, -3.134093, -1.909879], [4.683024, -1.264013, -3.038774], [2.239072, -1.039362, -2.858502], [-0.209427, -0.443210, -3.187780], [-0.962057, -0.473011, -5.545144], [-1.413682, -2.622102, -6.674904], [-1.123675, -4.751420, -5.455034], [-0.396835, -4.731749, -3.091815]],
  "atomic_forces_ev_per_a": [[-0.05, -0.15, 0.10], [0.00, 0.00, 0.00], [-0.02, 0.00, 0.00], [0.03, -0.01, 0.01], [0.01, 0.02, 0.01], [0.00, -0.05, 0.08], [-0.10, 0.05, -0.09], [0.05, -0.03, 0.07], [0.05, -0.06, -0.12], [-0.02, 0.00, -0.14], [0.04, -0.03, 0.11], [-0.02, 0.03, -0.04], [0.00, -0.02, -0.04], [0.00, -0.01, 0.05], [0.01, 0.01, 0.00], [-0.02, 0.00, -0.07], [0.02, 0.02, -0.04], [-0.02, -0.01, 0.01], [0.03, 0.03, 0.06], [0.00, -0.01, -0.05], [0.00, 0.00, -0.03], [0.00, -0.01, 0.01], [0.00, 0.01, 0.01], [0.00, -0.02, 0.03], [0.00, 0.00, 0.00], [0.00, 0.00, 0.00], [0.00, 0.00, 0.00], [0.00, 0.00, 0.01], [0.00, 0.00, -0.01], [0.00, 0.00, 0.00], [-0.01, -0.01, 0.00], [-0.01, 0.02, 0.02], [0.02, 0.02, 0.01], [-0.01, -0.02, 0.01], [-0.01, 0.00, 0.00], [0.01, 0.01, -0.01], [0.00, 0.00, 0.02], [0.00, 0.01, 0.00], [0.00, 0.01, -0.01], [-0.01, -0.01, -0.01], [-0.01, 0.01, 0.00], [0.00, -0.03, 0.00], [0.01, -0.05, -0.01], [-0.02, 0.03, 0.04], [0.03, -0.03, 0.00], [-0.02, -0.01, 0.00], [0.01, -0.05, 0.03], [0.07, -0.02, -0.02], [0.00, 0.15, 0.03], [0.00, -0.11, 0.02], [-0.02, 0.03, 0.01], [0.00, 0.01, 0.00], [0.00, 0.03, -0.02], [-0.01, 0.01, 0.00], [0.01, 0.03, -0.06], [0.04, 0.07, -0.02], [0.00, 0.00, 0.00], [-0.10, 0.03, 0.06], [0.04, -0.14, -0.18], [-0.02, 0.11, 0.06], [0.01, 0.04, 0.07], [0.00, 0.01, 0.01], [0.00, 0.01, 0.00], [0.01, 0.00, 0.01], [0.01, -0.06, -0.02], [-0.02, 0.08, 0.07], [0.02, 0.02, 0.01], [0.00, 0.00, -0.01], [0.00, -0.01, 0.00], [0.00, 0.02, -0.02], [-0.02, -0.02, 0.03], [0.00, 0.00, -0.01], [0.00, 0.00, -0.01], [0.00, 0.00, 0.00], [0.00, 0.00, -0.02], [0.00, 0.08, 0.00], [-0.01, 0.00, -0.01], [0.00, 0.00, 0.00], [0.00, 0.00, 0.00], [0.00, 0.00, 0.00], [0.00, 0.01, 0.00]]
}

***

No. 3
{
  "formula": "CH6NPS",
  "method": "ωB97M-V with the def2-TZVPD basis set",
  "energy_ev": -22745.897,
  "de_lowest_kcal_mol": 66.5,
  "orbital_gap_ev": 7.950,
  "e_lumo_ha": 0.0004,
  "symbols": ["C", "N", "P", "S", "H", "H", "H", "H", "H", "H"],
  "positions_angstrom": [[-1.694489, -0.288300, -0.521524], [2.552996, -0.588920, 0.070345], [1.125995, 0.124970, -0.578478], [-0.291888, -1.297426, -0.069073], [-2.653618, -0.704116, 0.025947], [-1.671270, -0.093812, -1.571274], [-1.569290, 0.797524, -0.101381], [2.710103, -0.982626, 0.978783], [3.474119, -0.442343, -0.443335], [-0.042928, 1.747842, 0.481227]],
  "atomic_forces_ev_per_a": [[-1.40, 1.49, 2.53], [0.71, 0.91, -1.44], [0.39, 1.04, 0.75], [0.10, -0.12, 0.42], [1.85, 0.64, -1.79], [-0.81, -0.50, -0.77], [0.11, -1.70, -0.15], [-0.33, -0.10, 0.32], [-2.06, -0.02, 0.92], [1.45, -1.65, -0.78]]
}